{
  "formula": "C24H26N4S2SiW",
  "method": "ωB97M-V/def2-TZVPD",
  "multiplicity": 3,
  "gap_ev": [5.1, 2.8],
  "total_charge": 2,
  "max_force_ev_per_a": 3.14,
  "energy_ha": -2301.45151,
  "species": ["C", "C", "C", "H", "C", "C", "H", "H", "H", "H", "W", "C", "H", "H", "H", "Si", "C", "C", "H", "C", "H", "C", "H", "C", "H", "C", "H", "C", "C", "H", "C", "H", "C", "H", "C", "H", "C", "H", "H", "H", "N", "C", "N", "C", "C", "S", "C", "C", "S", "C", "N", "N", "H", "H", "H", "H", "H", "H"],
  "xyz": [[-1.5230, -2.0174, 2.8725], [-2.2557, -1.1203, 2.0348], [-2.1397, -1.5826, 0.6791], [-2.9201, -0.3336, 2.3777], [-1.3298, -2.7766, 0.6952], [-0.9175, -3.0021, 2.0526], [-0.3773, -3.8888, 2.4101], [-1.5430, -2.0314, 3.9713], [-2.6249, -1.1557, -0.1940], [-1.2343, -3.4903, -0.1130], [-0.1124, -0.9030, 1.1965], [-1.8031, -1.6931, -3.4653], [-1.2043, -1.1308, -4.2018], [-2.6622, -1.1079, -3.1935], [-1.1844, -1.8578, -2.5807], [0.0454, 0.6895, -0.6890], [-0.1551, 2.5797, -0.2256], [-1.5080, 2.9594, -0.0860], [-2.2832, 2.1847, -0.0159], [-1.9104, 4.3058, -0.0689], [-2.9806, 4.5511, -0.0146], [-0.9460, 5.3251, -0.1270], [-1.2617, 6.3700, -0.1368], [0.4202, 4.9820, -0.1700], [1.1644, 5.7821, -0.1856], [0.8039, 3.6226, -0.1816], [1.8742, 3.3951, -0.1544], [0.4975, 1.1067, -2.5655], [0.0261, 2.2621, -3.2418], [-0.3515, 3.1292, -2.6828], [-0.0163, 2.3767, -4.6473], [-0.5190, 3.2156, -5.1393], [0.5529, 1.3576, -5.4437], [0.4574, 1.3870, -6.5357], [1.2375, 0.3184, -4.7878], [1.6911, -0.4596, -5.4029], [1.2955, 0.2724, -3.3818], [1.9721, -0.4607, -2.9322], [1.1555, -0.4819, -0.1318], [-2.0680, -2.6623, -3.7898], [1.5874, -3.2592, -0.7075], [2.0670, -3.0843, 0.5154], [1.6482, -2.0894, 1.3424], [2.2964, -2.1782, 2.5954], [3.1145, -3.2945, 2.7355], [3.2029, -4.1983, 1.2604], [1.7690, -1.3215, 3.5728], [1.8656, -1.3686, 4.9607], [0.8094, -0.2362, 5.7270], [0.1475, 0.1742, 4.1304], [0.7001, -0.5179, 3.1015], [-0.9161, 1.0000, 4.0465], [1.9129, -4.0653, -1.2271], [0.8140, -2.6912, -1.0479], [3.5741, -3.5690, 3.6767], [2.5199, -2.0712, 5.4524], [-1.2381, 1.4112, 4.9113], [-1.2368, 1.3426, 3.1500]],
  "forces_ev_per_angstrom": [[-0.6, -0.4, -0.5], [-0.3, 0.2, 0.3], [-0.1, -0.4, 0.0], [0.2, -0.2, 0.0], [0.1, 0.1, -0.3], [-1.0, -0.1, 0.0], [-0.1, 0.6, -0.2], [0.3, 0.3, -0.7], [0.0, -0.3, 0.4], [0.1, 0.2, 0.1], [0.0, -0.9, -1.8], [1.1, 0.9, 0.3], [-0.3, -0.4, 0.2], [-0.5, 0.1, 0.1], [0.1, 0.3, 0.2], [0.4, 2.6, -0.8], [-0.3, 0.1, 1.0], [0.0, 0.1, -0.1], [0.2, 0.3, -0.1], [0.3, 0.0, 0.0], [0.6, -0.1, 0.0], [0.1, -0.7, -0.1], [0.2, -0.3, 0.0], [-0.6, -0.6, 0.2], [-0.1, -0.4, 0.0], [-0.1, 0.2, -0.2], [-0.4, 0.0, -0.3], [0.9, -0.4, -0.2], [-1.0, 0.4, 0.0], [-0.2, -0.7, -0.1], [0.6, -0.9, 0.0], [0.3, -0.2, 0.4], [-0.4, 0.1, 0.9], [0.1, -0.1, 0.5], [-0.1, 0.7, 0.0], [0.2, 0.2, 0.4], [-0.5, -0.8, -0.4], [-0.5, -0.2, 0.0], [-0.2, 0.6, 0.2], [-0.5, -0.9, -0.7], [0.8, -0.5, 0.5], [-1.0, 1.2, 0.7], [1.7, -1.4, 0.5], [-0.8, -1.0, -1.5], [0.0, 0.2, -0.5], [0.0, 0.7, 0.9], [-2.0, 0.7, 0.2], [0.1, 0.5, -0.2], [0.6, -0.8, -1.0], [-0.3, -0.2, -0.8], [1.3, 1.7, 2.3], [1.6, -1.0, 0.5], [-0.2, 0.2, -0.2], [0.1, 0.1, 0.2], [0.3, -0.3, -0.4], [0.0, 0.3, 0.5], [-0.2, 0.2, -0.3], [0.0, 0.0, -0.1]]
}